{"formula": "C56H87ClO47", "method": "wB97M-V/def2-TZVPD", "lumo_energy_ha": 0.0060, "homo_lumo_gap_ev": 10.5, "multiplicity": 1, "largest_force_ev_per_a": 4.466, "species": ["O", "H", "H", "H", "Cl", "O", "O", "O", "O", "C", "C", "C", "O", "C", "O", "O", "H", "H", "H", "H", "H", "H", "C", "C", "C", "O", "C", "O", "O", "H", "H", "H", "H", "H", "H", "C", "C", "C", "O", "C", "O", "O", "H", "H", "H", "H", "H", "H", "C", "C", "C", "O", "C", "O", "O", "H", "H", "H", "H", "H", "H", "C", "C", "C", "O", "C", "O", "O", "H", "H", "H", "H", "H", "H", "C", "C", "C", "O", "C", "O", "O", "H", "H", "H", "H", "H", "H", "C", "C", "C", "O", "C", "O", "O", "H", "H", "H", "H", "H", "H", "C", "C", "C", "O", "C", "O", "O", "H", "H", "H", "H", "H", "H", "C", "C", "C", "O", "C", "O", "O", "H", "H", "H", "H", "H", "H", "C", "C", "C", "O", "C", "O", "O", "H", "H", "H", "H", "H", "H", "C", "C", "C", "O", "C", "O", "O", "H", "H", "H", "H", "H", "H", "C", "C", "C", "O", "C", "O", "O", "H", "H", "H", "H", "H", "H", "C", "C", "C", "O", "C", "O", "O", "H", "H", "H", "H", "H", "H", "C", "C", "C", "O", "C", "O", "O", "H", "H", "H", "H", "H", "H"], "coordinates": [[2.8511, 0.0700, -1.0290], [2.7233, 0.3665, -2.0991], [3.2981, -0.8172, -0.9235], [1.9852, 0.0799, -0.5393], [-0.0738, 0.0940, 0.9818], [0.9114, -1.0081, 0.7622], [-1.2404, -0.3949, 1.7041], [0.5512, 1.1582, 1.7222], [-0.4048, 0.5759, -0.3356], [-2.6919, -0.0276, 5.9019], [-1.7251, -0.8629, 6.7194], [-2.2701, -1.7046, 7.9325], [-1.5022, -2.9411, 7.8127], [-1.0052, -3.0412, 6.5828], [-0.6095, -4.0653, 6.0838], [-1.1420, -1.9136, 5.9379], [-2.0489, 0.4677, 5.1704], [-3.2177, 0.7271, 6.4697], [-3.3097, -0.7615, 5.3153], [-1.0034, -0.1701, 7.1182], [-3.3399, -1.9088, 7.8972], [-1.9910, -1.2504, 8.8564], [3.4376, -0.9803, 3.5984], [2.9791, -0.2639, 4.8760], [1.7048, 0.5848, 4.7195], [1.0949, 0.3610, 5.9589], [1.5472, -0.7310, 6.5625], [1.0851, -1.1519, 7.5553], [2.5818, -1.2301, 5.8308], [3.9489, -0.2629, 2.9469], [2.6412, -1.5173, 3.0304], [4.1935, -1.6793, 3.8515], [3.8056, 0.3441, 5.2816], [1.1034, 0.3642, 3.8546], [1.8647, 1.6663, 4.6766], [4.8185, -4.8947, 3.2457], [5.2190, -4.6448, 1.8019], [4.0914, -5.1002, 0.8122], [3.7227, -3.9383, 0.0511], [4.4123, -2.8939, 0.5550], [4.2092, -1.7797, 0.1780], [5.2820, -3.2153, 1.5021], [4.4891, -5.9249, 3.3158], [3.9388, -4.2944, 3.5633], [5.6934, -4.8498, 3.9178], [6.2144, -5.0418, 1.6152], [3.2436, -5.4872, 1.4408], [4.4904, -5.8734, 0.1442], [5.2470, 1.7261, 0.9061], [4.6454, 2.9505, 1.5059], [3.1306, 3.1888, 1.4255], [2.7026, 3.4182, 2.7883], [3.7282, 3.1918, 3.6314], [3.5719, 3.2045, 4.8378], [4.8221, 2.8907, 3.0139], [4.5223, 0.8999, 0.9657], [6.1784, 1.5279, 1.4140], [5.3524, 1.9039, -0.1744], [5.2327, 3.8296, 1.1915], [2.5556, 2.3705, 0.9451], [2.7995, 4.1180, 0.8565], [-0.5101, -3.4338, -2.6795], [0.7918, -3.4236, -1.9180], [0.5987, -3.8664, -0.5215], [1.0272, -5.2429, -0.5158], [1.5829, -5.5759, -1.7107], [1.9087, -6.6619, -2.0420], [1.5803, -4.5184, -2.4989], [-1.0308, -2.5192, -2.4125], [-0.9957, -4.3312, -2.3462], [-0.2779, -3.5488, -3.7472], [1.3699, -2.5160, -1.9956], [-0.4742, -3.7930, -0.2511], [1.2413, -3.3837, 0.1875], [1.5843, -4.4032, -6.9999], [1.8446, -4.3418, -5.4978], [3.0789, -5.0829, -5.0579], [3.6893, -4.1103, -4.1163], [3.0955, -2.9039, -4.2675], [3.3971, -1.9317, -3.7347], [2.1218, -2.9577, -5.1958], [2.4160, -3.9397, -7.5310], [0.7266, -3.7335, -7.1676], [1.3809, -5.4541, -7.3302], [0.9644, -4.7242, -4.9618], [3.7764, -5.2978, -5.8736], [2.9474, -5.9754, -4.4800], [-0.5572, 0.1663, -6.6006], [-0.4570, 0.4221, -5.1726], [-0.5225, -0.8122, -4.3377], [0.5192, -0.5947, -3.3099], [1.3205, 0.3642, -3.8121], [2.3203, 0.7156, -3.2581], [0.9300, 0.8952, -4.9008], [0.2126, -0.5416, -6.8352], [-0.4279, 1.1250, -7.0722], [-1.5203, -0.2944, -6.8461], [-1.1584, 1.2137, -4.8562], [-0.2401, -1.6657, -4.9418], [-1.4982, -0.8932, -3.8591], [-4.8454, -0.9282, 1.5549], [-4.4215, -1.1980, 0.1251], [-3.1632, -2.0702, -0.0326], [-3.3128, -2.5457, -1.3569], [-4.6303, -2.5859, -1.6790], [-5.1014, -3.1091, -2.6379], [-5.3742, -1.9803, -0.6817], [-5.8250, -0.4812, 1.4425], [-4.2240, -0.1487, 1.9413], [-4.8611, -1.8653, 2.1410], [-4.3979, -0.2352, -0.3988], [-3.2133, -2.9190, 0.6726], [-2.2534, -1.5369, -0.0491], [-7.1801, 1.5588, -3.8481], [-5.9464, 0.6065, -3.8947], [-4.8807, 1.1290, -4.9327], [-3.6291, 0.8432, -4.3717], [-3.8210, 0.7309, -2.9838], [-2.9564, 0.5513, -2.1592], [-5.1652, 0.6732, -2.6639], [-7.5498, 1.5997, -4.8399], [-7.0052, 2.4779, -3.3442], [-7.9904, 0.9973, -3.4187], [-6.2810, -0.4201, -4.0845], [-4.9889, 2.1911, -5.0404], [-4.9085, 0.5280, -5.8839], [3.5404, 6.3084, -4.9091], [4.4627, 5.1655, -4.4554], [5.2870, 5.6250, -3.2466], [4.9801, 4.6299, -2.2267], [3.9577, 3.8509, -2.6404], [3.3873, 3.0273, -1.9818], [3.7173, 4.0559, -3.9577], [4.1932, 7.1775, -4.9978], [2.8382, 6.5825, -4.1481], [3.1257, 6.0720, -5.9057], [5.0757, 4.8118, -5.3000], [4.8873, 6.5785, -2.8392], [6.3663, 5.6780, -3.4283], [-1.3221, 3.3500, -3.0018], [-0.8447, 4.4027, -2.0753], [0.1497, 3.9107, -1.0160], [1.2264, 4.9342, -0.9725], [1.0189, 5.7425, -2.0163], [1.7361, 6.6486, -2.3423], [-0.0242, 5.3935, -2.7620], [-1.5670, 2.4313, -2.4083], [-0.5128, 3.1267, -3.6876], [-2.1715, 3.5966, -3.6059], [-1.6810, 4.9546, -1.6779], [0.6165, 2.9936, -1.3813], [-0.2955, 3.7651, -0.0207], [0.6450, -4.0701, 3.0214], [-0.7588, -4.5920, 2.7474], [-1.1927, -5.7431, 3.6517], [-2.4917, -5.3595, 4.0936], [-2.7428, -4.0689, 3.7459], [-3.7107, -3.4228, 3.9955], [-1.8239, -3.5933, 2.8749], [0.8104, -3.2393, 2.3373], [1.3465, -4.8633, 2.8979], [0.6847, -3.6855, 4.0550], [-0.7274, -4.8005, 1.6906], [-0.6773, -5.8322, 4.6549], [-1.3780, -6.7547, 3.2589], [-3.4996, 2.4050, 0.5917], [-4.8357, 2.7776, -0.1088], [-5.5267, 3.9877, 0.5824], [-5.8574, 4.9192, -0.4457], [-5.4473, 4.3909, -1.6323], [-5.7743, 4.7161, -2.7212], [-4.6448, 3.2773, -1.4070], [-3.7363, 2.3565, 1.6727], [-2.8007, 3.1968, 0.4839], [-3.0819, 1.4864, 0.2190], [-5.5417, 1.9409, -0.1913], [-4.9753, 4.5285, 1.3735], [-6.4482, 3.6831, 1.0705], [-0.2706, 3.9143, 4.9433], [-1.0253, 3.4719, 3.7112], [-2.5547, 3.7035, 3.9196], [-2.8775, 4.5232, 2.8237], [-1.7820, 4.8500, 2.0543], [-1.8584, 5.5614, 1.1225], [-0.6962, 4.2890, 2.5558], [0.7722, 3.8828, 4.6676], [-0.3911, 3.2204, 5.7616], [-0.5777, 4.9039, 5.3519], [-0.6842, 2.4462, 3.4972], [-2.7537, 4.2397, 4.8720], [-3.1382, 2.7897, 3.8679]], "forces_ev_per_a": [[-0.1, -0.1, -0.1], [-0.5, -0.3, 0.5], [-0.3, 0.5, 0.4], [0.6, -0.5, -0.3], [0.2, -1.0, 0.1], [-0.8, 0.9, 0.5], [1.0, 0.4, -0.7], [0.1, 0.0, 0.2], [-0.5, 0.1, -0.2], [0.5, -1.9, -1.4], [-1.1, -0.4, 1.7], [0.9, 0.0, -1.3], [-0.8, 0.3, 0.7], [-0.7, -1.3, 0.2], [0.3, 0.6, 0.4], [0.4, 1.9, -1.7], [-0.2, 0.2, -0.1], [-0.3, -0.1, 0.2], [-0.1, 1.0, 0.6], [0.8, -0.3, -0.1], [0.1, -0.2, -0.1], [0.0, 0.2, 0.7], [-0.6, 0.7, -0.2], [0.1, 0.3, -1.8], [1.3, 1.1, -0.1], [-1.6, 0.5, 0.6], [1.0, 0.4, -1.8], [-0.1, -1.1, 1.5], [-0.4, -0.5, 1.2], [-0.4, 0.0, -0.1], [0.3, 0.6, 0.5], [0.7, -0.8, 0.4], [-0.3, -0.2, 0.0], [-0.5, -0.8, -0.1], [0.5, -0.3, -0.1], [0.2, 0.0, 0.2], [-1.1, 0.7, -0.2], [0.5, -1.0, 0.9], [0.7, -0.5, 1.0], [-0.5, -0.1, -0.2], [0.3, 0.6, -0.2], [0.0, -0.4, 0.1], [-0.1, -0.4, -0.1], [0.8, 0.0, -0.1], [-0.6, 0.5, -0.1], [-0.1, -0.1, -0.3], [0.5, 0.5, -1.1], [-0.5, 0.2, 0.0], [-1.4, -0.3, -0.7], [0.1, 1.2, 1.5], [-1.1, 1.3, -1.3], [0.2, -0.4, -0.5], [-1.9, 0.0, 1.8], [0.4, 0.2, -1.1], [1.5, -0.4, -1.9], [0.5, 0.0, 0.3], [0.3, -0.3, -0.2], [0.3, 0.0, 0.3], [-0.4, -0.2, 0.2], [0.4, 0.1, 0.7], [0.9, -1.1, 0.6], [1.2, 0.3, -0.1], [0.4, -0.6, -1.3], [-0.2, -0.7, 1.2], [-0.2, -0.6, 0.0], [-1.4, 0.9, 0.8], [0.8, -1.0, 0.0], [0.2, 1.1, -0.4], [-0.5, -0.2, -0.2], [-0.9, -0.3, 0.0], [-0.4, 0.4, 0.3], [0.1, 0.2, -0.2], [0.7, -0.1, 0.2], [0.0, 0.6, 0.3], [-0.5, 0.0, 0.4], [-0.5, -0.5, -1.3], [1.2, 1.2, 1.0], [-0.1, -0.3, -1.0], [-0.3, -3.8, -1.9], [1.2, 3.6, 2.4], [-0.8, -0.8, 0.2], [0.1, -0.4, -0.1], [0.0, -0.6, -0.3], [0.1, 1.0, 0.1], [0.2, 0.5, 0.1], [0.0, 0.3, 0.1], [-0.5, -0.4, 0.2], [-0.6, -0.1, -0.7], [0.3, 1.0, 1.1], [0.1, 0.3, 1.1], [-0.6, 0.3, -1.3], [-0.5, -1.4, 1.7], [1.7, 0.9, 0.3], [-1.7, 0.6, -1.7], [0.5, -0.2, -0.6], [0.0, 0.1, -0.8], [0.0, 0.3, 0.0], [0.5, -0.3, 0.2], [0.0, -0.4, 0.2], [0.2, -0.3, 0.1], [-0.8, -1.2, -1.2], [0.4, 0.0, 0.0], [-1.5, 0.3, 0.0], [-0.8, -0.8, -1.3], [-0.5, 0.2, 1.5], [0.2, 0.2, -0.3], [1.0, -0.3, -0.3], [-0.5, -0.1, 0.5], [0.7, 0.1, 0.5], [0.0, 0.7, 0.1], [0.6, -0.3, 0.0], [0.3, 0.4, -0.1], [0.9, 0.5, 0.6], [0.8, -2.7, 0.3], [0.2, 1.7, -0.5], [-1.4, -1.9, -0.7], [0.5, -0.1, 2.9], [-0.3, -1.2, 0.5], [-0.9, 0.6, -1.7], [1.2, 0.0, -1.2], [0.0, 0.9, -1.3], [0.2, 0.8, 0.1], [-0.3, 0.0, 1.0], [0.4, 0.1, 0.2], [-0.1, 0.6, -0.4], [-0.3, 1.0, 0.7], [1.2, -0.6, -0.9], [-0.2, 0.9, -0.3], [-0.6, 0.0, 0.8], [0.0, 0.1, -0.2], [0.3, -0.4, -0.6], [0.4, 0.6, 0.0], [-0.3, -0.2, 0.4], [0.1, 0.1, -0.4], [-0.7, -0.2, 0.2], [-0.2, 0.3, 0.7], [-0.1, 0.0, 0.4], [0.5, -0.4, -0.4], [-0.3, -0.1, 0.2], [0.4, -1.6, 0.3], [0.7, 1.1, 0.4], [0.4, 0.0, 0.1], [-1.7, -0.6, 0.0], [0.8, 0.3, -0.6], [0.2, 0.0, 0.5], [-0.8, -0.4, -0.1], [0.2, 0.7, -0.5], [0.3, -0.3, -0.1], [-0.6, 0.5, -0.1], [-0.2, 0.2, 0.6], [0.1, 0.0, 0.3], [0.4, 0.2, -0.4], [-1.5, 1.4, 1.1], [0.6, 0.2, -0.5], [-0.5, -0.7, 2.0], [-1.3, 1.7, -0.1], [-0.1, -0.3, -1.1], [-0.4, -0.2, 0.8], [1.4, -1.1, 0.8], [0.4, 0.0, 0.0], [0.6, -0.6, -0.2], [0.2, -0.2, -0.4], [-0.5, -0.8, -0.4], [0.4, 0.2, -1.6], [0.7, 0.5, -0.5], [-2.0, -0.2, 0.3], [0.6, 0.7, 1.3], [-0.2, 0.1, 1.3], [0.4, -0.6, -1.3], [0.2, -1.4, 1.1], [0.1, 0.7, -0.3], [-0.2, 1.1, -1.2], [0.2, -0.4, -0.5], [0.6, 0.8, -0.4], [0.2, -0.4, 0.0], [0.3, 0.0, 0.2], [0.4, -0.4, -0.7], [-0.3, -0.1, -0.1], [0.3, 0.8, -0.2], [-0.2, -0.2, 1.1], [1.1, -0.2, -0.1], [-0.4, 0.7, -0.8], [-1.0, -0.6, 2.1], [0.1, 0.7, -1.4], [0.3, -0.5, 0.4], [0.6, 0.4, 0.3], [-0.2, -0.5, 0.1], [0.3, -0.5, -0.6], [-0.6, 0.3, -0.3], [0.1, -0.3, -0.6], [-0.1, -0.1, 0.1]]}